Model a:
{
  "formula": "C3H11O3",
  "method": "ωB97M-V/def2-TZVPD",
  "e_homo_ev": -3.338,
  "charge": -1,
  "lumo_energy_ev": 4.2,
  "orbital_gap_ev": 7.53,
  "symbols": ["C", "O", "C", "C", "H", "H", "H", "H", "H", "H", "H", "H", "H", "O", "H", "H", "O"],
  "coordinates": [[-0.39, -0.97, -0.01], [-0.52, -0.80, -1.40], [0.24, 0.18, 0.75], [-0.11, 0.26, 2.25], [-1.41, -1.22, 0.35], [0.23, -1.88, 0.15], [1.34, 0.14, 0.73], [0.03, 1.15, 0.29], [-0.07, 1.26, 2.66], [-1.16, -0.05, 2.30], [0.59, -0.32, 2.86], [2.49, -0.59, -2.52], [1.30, -0.17, -1.77], [2.18, -0.58, -1.61], [-1.35, 0.49, -1.36], [-1.63, 1.65, -2.30], [-1.77, 1.45, -1.37]]
}

---

Model b:
{
  "formula": "C3H11O3",
  "method": "ωB97M-V/def2-TZVPD",
  "e_homo_ev": -3.386,
  "charge": -1,
  "lumo_energy_ev": 4.0,
  "orbital_gap_ev": 7.36,
  "symbols": ["C", "O", "C", "C", "H", "H", "H", "H", "H", "H", "H", "H", "H", "O", "H", "H", "O"],
  "coordinates": [[0.65, -0.53, 0.28], [-0.60, -0.09, -0.15], [1.76, 0.15, -0.69], [3.18, 0.04, -0.44], [0.81, -0.07, 1.27], [0.69, -1.65, 0.40], [1.44, -0.36, -1.72], [1.31, 1.11, -0.65], [3.75, 0.42, -1.28], [3.33, 0.84, 0.35], [3.54, -0.82, 0.09], [-1.81, 1.48, -0.36], [-2.26, 2.94, 0.15], [-2.54, 2.22, -0.47], [-1.84, -1.09, 0.68], [-1.24, -2.46, 0.97], [-2.01, -1.92, 1.27]]
}

---

In terms of stability, model a leads; the second structure lies 53.5 kJ/mol higher.

---

Model a:
{
  "formula": "C4H12S",
  "method": "ωB97M-V/def2-TZVPD",
  "smiles": "CSC.CC",
  "e_homo_ev": -8.485,
  "lumo_energy_ev": 1.0,
  "orbital_gap_ev": 9.47,
  "symbols": ["C", "S", "C", "H", "H", "H", "H", "H", "H", "C", "C", "H", "H", "H", "H", "H", "H"],
  "coordinates": [[1.18, 2.82, 1.38], [1.59, 1.08, 1.77], [0.02, 0.20, 2.17], [0.37, 2.90, 0.64], [1.94, 3.12, 0.65], [1.03, 3.29, 2.33], [0.18, -0.80, 2.57], [-0.66, 0.75, 2.81], [-0.41, -0.10, 1.19], [-0.53, -2.35, -1.65], [-0.76, -0.91, -2.13], [-1.48, -2.90, -1.85], [0.11, -2.87, -2.38], [-0.37, -2.43, -0.57], [-0.27, -0.79, -3.13], [-0.14, -0.25, -1.52], [-1.81, -0.75, -2.29]]
}

---

Model b:
{
  "formula": "C4H12S",
  "method": "ωB97M-V/def2-TZVPD",
  "smiles": "CSC.CC",
  "e_homo_ev": -8.459,
  "lumo_energy_ev": 1.0,
  "orbital_gap_ev": 9.45,
  "symbols": ["C", "S", "C", "H", "H", "H", "H", "H", "H", "C", "C", "H", "H", "H", "H", "H", "H"],
  "coordinates": [[0.47, -2.10, -0.72], [2.21, -1.92, -0.23], [2.61, -0.34, -0.94], [-0.06, -2.47, 0.16], [0.03, -1.22, -1.17], [0.37, -2.90, -1.46], [3.38, 0.16, -0.35], [1.77, 0.38, -0.83], [2.85, -0.36, -1.99], [-1.35, 1.73, 1.48], [-2.04, 0.93, 0.37], [-0.38, 1.33, 1.78], [-1.23, 2.78, 1.20], [-1.94, 1.77, 2.40], [-2.46, 1.59, -0.39], [-2.88, 0.40, 0.80], [-1.35, 0.24, -0.11]]
}

---

In terms of stability, model b leads; the second structure lies 66.7 kJ/mol higher.